ORCA calculation (ωB97M-V with the def2-TZVPD basis set) on 3 unconnected molecules or ions with the total composition C3H14N2O2 in a non-equilibrium geometry.

The geometry in ORCA input format:
```
! RIJCOSX wB97M-V def2-TZVPD def2/J DEFGRID3
* xyz 0 1
N 1.85 0.65 -0.33
C 1.41 0.55 1.05
C -0.03 1.01 1.20
C -0.41 1.33 2.66
N -1.69 2.07 2.78
H 2.74 0.26 -0.54
H 1.67 1.55 -0.74
H 2.05 1.13 1.75
H 1.58 -0.48 1.39
H -0.19 1.95 0.67
H -0.68 0.22 0.87
H 0.36 2.01 3.03
H -0.54 0.45 3.25
H -2.44 1.48 2.45
H -1.70 2.85 2.14
O -1.02 -3.99 -0.63
H -0.17 -4.41 -0.77
H -0.88 -3.05 -0.44
O -0.54 -2.21 -6.46
H -1.41 -1.80 -6.47
H 0.05 -1.57 -6.87
*
```

Results
* E_LUMO: 0.752 eV
* frontier orbital gap: 9.79 eV
* relative energy (zero: lowest compared OMol25 entry of this formula, charge and spin): 23.9 kcal/mol
* HOMO: -0.3321 Eh
* F_max: 0.030 Eh/bohr

Atom charges from the Mulliken analysis, given in e for atoms 1 to 8: N -0.503; C -0.453; C -0.374; C -0.602; N -0.655; H 0.193; H 0.169; H 0.283

---

ORCA calculation (ωB97M-V with the def2-TZVPD basis set) on 3 unconnected molecules or ions with the total composition C3H14N2O2 in a non-equilibrium geometry.

The geometry in ORCA input format:
```
! RIJCOSX wB97M-V def2-TZVPD def2/J DEFGRID3
* xyz 0 1
N 3.01 0.07 -1.22
C 1.68 -0.51 -1.54
C 0.48 0.46 -1.38
C -0.59 -0.05 -0.45
N -1.75 -0.63 -1.09
H 3.11 0.95 -1.70
H 3.15 0.15 -0.22
H 1.87 -0.70 -2.62
H 1.53 -1.52 -1.17
H 0.04 0.47 -2.40
H 0.86 1.46 -1.22
H -0.19 -0.74 0.36
H -0.83 0.82 0.17
H -2.60 -0.52 -0.55
H -1.66 -1.64 -1.13
O 1.39 2.92 2.53
H 1.59 2.12 2.06
H 1.10 2.68 3.40
O -3.77 -1.64 2.64
H -4.72 -1.67 2.38
H -3.71 -2.47 3.14
*
```

Results
* E_LUMO: 0.626 eV
* frontier orbital gap: 9.55 eV
* relative energy (zero: lowest compared OMol25 entry of this formula, charge and spin): 35.9 kcal/mol
* HOMO: -0.3278 Eh
* F_max: 0.057 Eh/bohr

Atom charges from the Mulliken analysis, given in e for atoms 1 to 8: N -0.629; C -0.651; C -0.468; C -0.551; N -0.683; H 0.247; H 0.207; H 0.283

---

ORCA calculation (ωB97M-V with the def2-TZVPD basis set) on 3 unconnected molecules or ions with the total composition C3H14N2O2 in a non-equilibrium geometry.

The geometry in ORCA input format:
```
! RIJCOSX wB97M-V def2-TZVPD def2/J DEFGRID3
* xyz 0 1
N -0.57 -0.70 -2.23
C -0.09 -1.46 -1.00
C -0.45 -0.52 0.24
C -0.22 -1.33 1.54
N -0.40 -0.47 2.73
H -1.50 -0.99 -2.36
H -0.15 -1.17 -2.99
H 1.02 -1.56 -0.97
H -0.64 -2.38 -0.91
H 0.04 0.43 0.37
H -1.55 -0.34 0.19
H 0.68 -1.93 1.63
H -0.87 -2.30 1.41
H 0.11 -0.63 3.53
H -1.28 -0.25 3.13
O 0.94 1.56 -1.54
H 1.66 1.09 -1.16
H 0.52 0.71 -1.86
O 1.16 3.98 0.37
H 0.85 3.39 -0.39
H 0.73 4.85 0.29
*
```

Results
* E_LUMO: 0.748 eV
* frontier orbital gap: 9.81 eV
* relative energy (zero: lowest compared OMol25 entry of this formula, charge and spin): 41.0 kcal/mol
* HOMO: -0.3329 Eh
* F_max: 0.073 Eh/bohr

Atom charges from the Mulliken analysis, given in e for atoms 1 to 8: N -0.602; C -0.935; C -0.249; C -0.546; N -0.509; H 0.250; H 0.175; H 0.344

---

ORCA calculation (ωB97M-V with the def2-TZVPD basis set) on a molecular structure, C3H14N3OW in a non-equilibrium geometry.

The geometry in ORCA input format:
```
! RIJCOSX wB97M-V def2-TZVPD def2/J DEFGRID3
* xyz 1 3
C -1.57 1.37 -1.70
W -0.68 0.14 -3.48
N 0.86 -0.75 -2.34
H -0.84 1.55 -4.39
H 1.77 -0.32 -2.52
H -2.22 0.76 -2.43
H -1.90 2.40 -2.03
H -0.52 1.53 -1.30
H -2.05 1.14 -0.67
H 0.74 -0.83 -1.34
H 0.92 -1.77 -2.49
C 1.89 0.05 3.02
N 0.53 -0.41 2.76
C 0.12 -0.73 1.51
N -1.16 -1.17 1.41
O 0.90 -0.67 0.46
H 2.34 0.46 2.12
H 2.51 -0.75 3.42
H 1.85 0.83 3.77
H -0.10 -0.56 3.49
H -1.59 -1.27 0.52
H -1.79 -1.00 2.22
*
```

Results
* E_LUMO (spin up / spin down): -4.255 / -4.032 eV
* frontier orbital gap (spin up / spin down): 7.54 / 7.06 eV
* relative energy (zero: lowest compared OMol25 entry of this formula, charge and spin): 47.8 kcal/mol
* HOMO (spin up / spin down): -0.4333 / -0.4075 Eh
* F_max: 0.077 Eh/bohr

Atom charges from the Mulliken analysis, given in e for atoms 1 to 8: C -1.191; W 0.733; N -0.573; H -0.137; H 0.369; H 0.243; H 0.421; H 0.283

---

ORCA calculation (ωB97M-V with the def2-TZVPD basis set) on 3 unconnected molecules or ions with the total composition C3H14NO2 in a non-equilibrium geometry.

The geometry in ORCA input format:
```
! RIJCOSX wB97M-V def2-TZVPD def2/J DEFGRID3
* xyz 1 1
C 0.41 -0.70 -0.12
C -0.42 0.15 -1.05
C -0.27 -0.50 -2.52
N 0.29 -0.32 1.29
H 1.44 -0.61 -0.47
H 0.17 -1.81 -0.26
H -1.49 0.16 -0.81
H -0.24 1.20 -1.18
H -0.73 -1.56 -2.58
H 0.85 -0.52 -2.74
H -0.80 0.27 -3.27
H -0.77 -0.33 1.51
H 1.05 0.40 1.55
H 0.54 -1.07 1.88
H 2.59 2.80 0.52
H 1.77 2.11 -0.70
O 2.30 1.93 0.09
H -1.88 0.07 3.38
H -2.73 -1.17 2.84
O -2.06 -0.50 2.64
*
```

Results
* E_LUMO: -3.176 eV
* frontier orbital gap: 12.20 eV
* relative energy (zero: lowest compared OMol25 entry of this formula, charge and spin): 36.0 kcal/mol
* HOMO: -0.5652 Eh
* F_max: 0.057 Eh/bohr

Atom charges from the Mulliken analysis, given in e for atoms 1 to 8: C -0.794; C -0.429; C -1.056; N -0.235; H 0.406; H 0.401; H 0.347; H 0.288

---

ORCA calculation (ωB97M-V with the def2-TZVPD basis set) on 3 unconnected molecules or ions with the total composition C3H14NO2S in a non-equilibrium geometry.

The geometry in ORCA input format:
```
! RIJCOSX wB97M-V def2-TZVPD def2/J DEFGRID3
* xyz 1 1
C 0.96 1.48 0.78
C -0.09 0.44 0.93
C -1.49 1.22 0.86
S -2.92 0.31 1.23
N 0.19 -0.59 -0.18
H 0.87 2.27 0.07
H 2.02 1.12 0.88
H 0.60 2.10 1.63
H 0.01 -0.12 1.86
H -1.30 2.01 1.57
H -1.52 1.70 -0.11
H -3.71 0.96 0.40
H 0.49 -0.09 -1.09
H 1.11 -1.11 0.00
H -0.75 -0.93 -0.49
H 3.47 -1.05 0.30
H 2.62 -1.54 -0.88
O 2.92 -1.73 0.00
H -1.76 -2.73 -2.62
H -0.84 -1.54 -2.95
O -0.89 -2.19 -2.21
*
```

Results
* E_LUMO: -3.437 eV
* frontier orbital gap: 9.48 eV
* relative energy (zero: lowest compared OMol25 entry of this formula, charge and spin): 50.7 kcal/mol
* HOMO: -0.4747 Eh
* F_max: 0.096 Eh/bohr

Atom charges from the Mulliken analysis, given in e for atoms 1 to 8: C -1.269; C -0.039; C -0.769; S -0.167; N -0.364; H 0.426; H 0.283; H 0.353

---

ORCA calculation (ωB97M-V with the def2-TZVPD basis set) on 4 unconnected molecules or ions with the total composition C3H14NO3 in a non-equilibrium geometry.

The geometry in ORCA input format:
```
! RIJCOSX wB97M-V def2-TZVPD def2/J DEFGRID3
* xyz 0 2
C 1.45 2.62 -2.13
C 1.37 1.71 -0.95
C 0.34 0.78 -0.68
N 0.49 0.07 0.61
H 2.28 2.37 -2.80
H 0.61 2.65 -2.82
H 1.65 3.63 -1.76
H 2.27 1.58 -0.34
H -0.51 0.56 -1.26
H -0.19 0.37 1.31
H 0.31 -0.90 0.42
H 1.45 0.19 0.92
H -2.02 -0.18 3.90
H -1.75 1.26 3.54
O -1.57 0.36 3.24
H 0.09 -3.12 -0.05
H 1.69 -2.87 -0.13
O 0.85 -2.62 0.26
H -2.67 -1.57 -1.79
H -2.26 -2.79 -0.98
O -2.20 -1.83 -0.99
*
```

Results
* E_LUMO (spin up / spin down): 0.499 / 0.254 eV
* frontier orbital gap (spin up / spin down): 3.13 / 7.67 eV
* relative energy (zero: lowest compared OMol25 entry of this formula, charge and spin): 50.8 kcal/mol
* HOMO (spin up / spin down): -0.0967 / -0.2726 Eh
* F_max: 0.040 Eh/bohr

Atom charges from the Mulliken analysis, given in e for atoms 1 to 8: C -1.007; C -0.342; C -0.575; N -0.066; H 0.233; H 0.314; H 0.262; H 0.056

---

ORCA calculation (ωB97M-V with the def2-TZVPD basis set) on 4 unconnected molecules or ions with the total composition C3H14NO3 in a non-equilibrium geometry.

The geometry in ORCA input format:
```
! RIJCOSX wB97M-V def2-TZVPD def2/J DEFGRID3
* xyz 1 1
C 2.72 0.85 -1.19
C 2.80 -0.37 -0.35
C 1.66 -1.29 -0.38
N 0.46 -0.67 0.20
H 2.25 0.60 -2.14
H 2.11 1.63 -0.72
H 3.72 1.25 -1.37
H 3.78 -0.84 -0.25
H 1.42 -1.61 -1.40
H 0.69 -0.09 1.00
H -0.04 -0.08 -0.46
H 1.87 -2.20 0.20
H 2.68 0.73 1.38
H 2.45 1.60 2.66
O 2.03 1.22 1.88
H -4.54 -1.67 1.85
H -5.07 -0.61 0.79
O -4.29 -1.07 1.13
H -6.31 1.11 -1.09
H -4.79 0.85 -1.11
O -5.60 0.66 -0.64
*
```

Results
* E_LUMO: -7.822 eV
* frontier orbital gap: 5.00 eV
* relative energy (zero: lowest compared OMol25 entry of this formula, charge and spin): 100.3 kcal/mol
* HOMO: -0.4712 Eh
* F_max: 0.097 Eh/bohr

Atom charges from the Mulliken analysis, given in e for atoms 1 to 8: C -0.827; C -0.098; C -0.458; N -0.429; H 0.354; H 0.367; H 0.356; H 0.391

---

ORCA calculation (ωB97M-V with the def2-TZVPD basis set) on 4 unconnected molecules or ions with the total composition C3H14NO3 in a non-equilibrium geometry.

The geometry in ORCA input format:
```
! RIJCOSX wB97M-V def2-TZVPD def2/J DEFGRID3
* xyz 1 1
C -0.49 0.44 2.94
C -0.29 -0.20 1.58
C 0.07 0.48 0.51
N 0.54 -0.18 -0.70
H -1.33 -0.04 3.44
H 0.46 0.58 3.45
H -0.85 1.43 2.68
H -0.22 -1.29 1.59
H 0.02 1.56 0.49
H -0.02 0.07 -1.53
H 1.48 0.18 -0.95
H 0.56 -1.18 -0.53
H 3.04 2.70 -0.54
H 3.75 1.35 -0.58
O 2.90 1.77 -0.33
H -2.12 0.16 -1.99
H -1.44 -0.66 -3.12
O -1.53 0.23 -2.75
H -2.11 -2.44 -0.76
H -1.02 -2.89 -1.63
O -1.40 -2.06 -1.30
*
```

Results
* E_LUMO: -3.077 eV
* frontier orbital gap: 11.06 eV
* relative energy (zero: lowest compared OMol25 entry of this formula, charge and spin): 21.7 kcal/mol
* HOMO: -0.5195 Eh
* F_max: 0.048 Eh/bohr

Atom charges from the Mulliken analysis, given in e for atoms 1 to 8: C -1.165; C -0.285; C 0.007; N -0.122; H 0.358; H 0.308; H 0.313; H 0.289

---

ORCA calculation (ωB97M-V with the def2-TZVPD basis set) on 3 unconnected molecules or ions with the total composition C3H14NO3 in a non-equilibrium geometry.

The geometry in ORCA input format:
```
! RIJCOSX wB97M-V def2-TZVPD def2/J DEFGRID3
* xyz 1 1
C 0.82 -1.38 0.33
O 0.66 -1.47 -1.06
C 0.46 -0.01 0.92
C 1.16 0.15 2.26
N 0.80 1.14 -0.01
H 0.24 -2.09 0.92
H 1.90 -1.50 0.45
H -0.23 -1.33 -1.40
H -0.57 0.11 1.28
H 0.94 -0.73 2.86
H 0.70 0.95 2.85
H 2.23 0.35 2.23
H 1.68 0.96 -0.49
H 0.14 1.20 -0.87
H 0.86 1.95 0.60
H -1.10 2.11 -2.43
H -0.73 0.58 -2.63
O -0.94 1.26 -2.01
H -3.12 -0.69 -2.08
H -3.19 -1.01 -0.50
O -2.73 -0.56 -1.22
*
```

Results
* E_LUMO: -3.105 eV
* frontier orbital gap: 11.49 eV
* relative energy (zero: lowest compared OMol25 entry of this formula, charge and spin): 20.3 kcal/mol
* HOMO: -0.5363 Eh
* F_max: 0.029 Eh/bohr

Atom charges from the Mulliken analysis, given in e for atoms 1 to 8: C -0.598; O -0.549; C 0.352; C -1.649; N -0.130; H 0.352; H 0.406; H 0.323